C44H55N6O2SbScSi as an isolated structure at a distorted geometry. Source: the Open Molecules 2025 dataset; level of theory: ωB97M-V/def2-TZVPD.

Last column: Löwdin charge in e.
Cartesian coordinates (Å):
Sc 17.30 12.52 12.89  1.081
C 21.47 10.91 16.78  -0.039
C 21.95 12.06 16.16  -0.056
C 21.19 12.70 15.22  -0.005
C 19.87 12.27 15.00  -0.235
C 19.36 11.10 15.65  0.003
C 20.22 10.42 16.45  -0.075
N 19.10 13.00 14.11  0.046
N 19.76 14.07 13.65  0.109
C 19.03 14.96 13.00  -0.317
C 19.61 16.12 12.47  0.041
C 18.73 16.99 11.87  -0.018
C 17.37 16.67 11.64  -0.012
C 16.87 15.56 12.27  -0.081
N 17.69 14.62 12.82  0.018
H 22.08 10.38 17.50  0.118
H 22.95 12.47 16.34  0.123
H 21.57 13.51 14.55  0.128
H 18.39 10.69 15.42  0.115
H 19.91 9.43 16.93  0.148
H 20.71 16.21 12.39  0.143
H 19.06 17.99 11.61  0.127
H 16.70 17.38 11.11  0.131
H 15.81 15.34 12.32  0.109
C 14.99 12.61 13.28  -0.303
Si 13.45 12.00 12.34  0.682
C 13.23 13.15 10.74  -0.254
N 14.41 13.77 10.24  -0.206
C 15.32 12.93 9.38  -0.186
C 15.14 13.04 7.87  -0.161
C 14.98 14.57 7.50  -0.212
C 13.90 15.29 8.29  -0.186
C 14.20 15.19 9.77  -0.172
C 11.78 12.04 13.15  -0.274
C 11.05 13.19 13.27  -0.113
C 9.73 13.13 13.76  -0.085
C 9.23 11.99 14.36  -0.085
C 9.96 10.78 14.27  -0.065
C 11.22 10.86 13.65  -0.098
C 13.76 10.16 11.86  -0.266
C 13.08 9.52 10.82  -0.093
C 13.30 8.16 10.58  -0.083
C 14.18 7.44 11.38  -0.115
C 14.84 8.04 12.42  -0.107
C 14.63 9.39 12.64  -0.127
H 15.01 12.17 14.30  -0.009
H 14.95 13.74 13.37  -0.027
H 12.50 13.86 11.12  0.054
H 12.64 12.62 9.96  0.090
H 15.14 11.90 9.68  0.109
H 16.32 13.24 9.62  0.088
H 14.11 12.60 7.61  0.134
H 15.96 12.53 7.37  0.106
H 14.85 14.55 6.42  0.100
H 15.99 15.03 7.63  0.113
H 12.95 14.78 8.05  0.118
H 13.87 16.32 7.87  0.120
H 13.51 15.71 10.41  0.107
H 15.19 15.65 10.01  0.092
H 11.35 14.17 12.89  0.093
H 9.22 14.07 13.94  0.104
H 8.31 12.00 14.88  0.088
H 9.63 9.74 14.57  0.124
H 11.86 9.92 13.59  0.115
H 12.41 10.08 10.17  0.102
H 12.85 7.71 9.69  0.110
H 14.47 6.40 11.09  0.116
H 15.45 7.42 13.15  0.129
H 15.16 9.84 13.49  0.082
C 18.46 9.49 10.81  0.033
C 18.07 10.64 11.64  -0.598
O 17.63 10.44 12.85  -0.092
O 18.13 11.83 11.17  -0.067
H 17.58 8.86 10.53  0.125
H 19.11 8.80 11.35  0.099
H 19.03 9.87 9.95  0.104
C 19.39 14.20 19.82  -0.191
C 17.99 14.86 19.89  -0.451
Sb 16.39 14.08 18.55  1.322
C 14.95 15.74 18.01  -0.456
C 15.43 17.13 18.44  -0.199
C 15.11 13.36 20.20  -0.435
C 14.81 11.85 20.11  -0.218
H 20.10 14.99 20.08  0.062
H 19.67 13.79 18.85  0.031
H 19.39 13.37 20.55  0.073
H 18.08 15.88 19.61  0.002
H 17.52 14.78 20.92  0.053
H 14.01 15.46 18.46  0.013
H 14.88 15.77 16.93  0.006
H 15.94 17.21 19.44  0.074
H 14.51 17.80 18.42  0.061
H 16.16 17.49 17.65  0.079
H 14.22 13.96 20.06  0.024
H 15.81 13.63 21.00  0.020
H 14.27 11.72 19.14  0.062
H 14.24 11.42 20.92  0.053
H 15.70 11.19 19.95  0.065
N 12.18 20.05 18.59  0.176
C 12.09 19.23 17.72  -0.177
C 12.23 18.40 16.59  -0.246
C 12.23 17.01 16.65  -0.001
C 12.54 16.35 15.42  -0.126
N 12.56 17.02 14.28  0.040
C 12.46 18.34 14.18  -0.129
C 12.29 19.09 15.35  0.002
H 12.11 16.49 17.58  0.110
H 12.71 15.27 15.33  0.109
H 12.60 18.80 13.21  0.106
H 12.34 20.20 15.36  0.135

Calculated values
total energy: -3478.81945 hartree
LUMO (alpha / beta): -5.76 / -5.76 eV
ΔE to the lowest compared entry with this formula, charge and spin: 67.0 kcal/mol
net charge: +1